1.
Density functional theory data (the ωB97M-V functional and the def2-TZVPD basis) for a structure of composition C36H51INO3SeSr at a distorted geometry.

```
94
Properties=species:S:1:pos:R:3:mulliken_charge:R:1
Sr 0.384 -0.337 -0.938 1.89
C -6.798 -2.028 -0.515 -1.83
C -6.577 -0.827 -1.427 2.07
C -7.529 0.293 -1.000 -1.77
C -6.923 -1.245 -2.860 -1.57
C -5.127 -0.329 -1.367 -0.78
C -4.157 -0.921 -0.586 -0.35
C -2.826 -0.459 -0.594 -0.13
Se -1.587 -1.487 0.552 -0.16
C -1.121 -2.898 -0.759 0.82
C -2.183 -3.781 -1.063 -0.64
C -2.029 -4.766 -2.008 -0.97
C -0.786 -4.818 -2.676 0.34
C 0.295 -4.005 -2.423 -0.35
C 0.192 -3.057 -1.328 1.02
O 1.210 -2.368 -0.868 -1.20
C 1.578 -4.199 -3.273 1.87
C 1.206 -4.173 -4.762 -1.73
C 2.196 -5.566 -2.940 -1.69
C 2.652 -3.127 -3.059 -1.79
C -3.125 -5.780 -2.361 2.14
C -4.384 -5.559 -1.532 -2.00
C -2.616 -7.202 -2.102 -1.77
C -3.494 -5.646 -3.845 -1.69
C -2.434 0.679 -1.362 0.97
O -1.190 1.132 -1.353 -1.25
C -3.450 1.308 -2.158 -0.69
C -4.730 0.781 -2.141 0.06
C -3.091 2.562 -2.969 2.54
C -2.666 3.673 -2.001 -1.28
C -4.275 3.087 -3.783 -2.35
C -1.954 2.258 -3.950 -1.68
H -7.841 -2.352 -0.590 0.48
H -6.595 -1.791 0.534 0.35
H -6.163 -2.874 -0.796 0.12
H -8.569 -0.051 -1.027 0.46
H -7.447 1.162 -1.660 0.32
H -7.303 0.626 0.017 0.35
H -7.953 -1.619 -2.907 0.50
H -6.249 -2.036 -3.205 0.24
H -6.835 -0.407 -3.559 0.29
H -4.387 -1.759 0.054 0.61
H -3.118 -3.648 -0.546 0.24
H -0.668 -5.564 -3.458 0.26
H 0.516 -4.969 -5.052 0.29
H 2.117 -4.289 -5.360 0.49
H 0.744 -3.219 -5.030 0.35
H 1.512 -6.391 -3.166 0.30
H 2.455 -5.628 -1.878 0.35
H 3.115 -5.709 -3.524 0.45
H 2.327 -2.115 -3.299 0.24
H 3.487 -3.366 -3.732 0.44
H 3.021 -3.078 -2.037 0.29
H -4.187 -5.643 -0.459 0.38
H -5.136 -6.310 -1.795 0.49
H -4.815 -4.571 -1.722 0.09
H -2.329 -7.327 -1.054 0.35
H -1.739 -7.429 -2.716 0.32
H -3.392 -7.939 -2.338 0.45
H -3.847 -4.633 -4.063 0.29
H -4.287 -6.355 -4.112 0.47
H -2.635 -5.845 -4.494 0.32
H -5.483 1.264 -2.754 0.31
H -3.506 3.954 -1.357 0.30
H -2.353 4.563 -2.566 0.43
H -1.836 3.354 -1.370 -0.01
H -5.112 3.401 -3.149 0.36
H -4.650 2.349 -4.500 0.42
H -3.941 3.961 -4.351 0.46
H -1.068 1.886 -3.445 0.18
H -1.687 3.174 -4.492 0.48
H -2.269 1.512 -4.688 0.33
O 0.012 0.522 3.435 -0.59
C -0.627 1.755 3.050 0.17
C 0.282 2.864 3.500 -0.77
C 1.547 2.971 2.649 -1.17
C 1.258 3.645 1.331 0.68
C 1.101 5.031 1.315 -0.53
C 0.833 5.685 0.130 -0.51
C 0.715 4.935 -1.026 -0.81
C 0.861 3.564 -0.931 -0.27
N 1.128 2.911 0.212 0.30
H -0.360 -0.196 2.913 0.25
H -1.605 1.840 3.519 0.30
H -0.783 1.787 1.966 -0.16
H 0.545 2.667 4.543 0.39
H -0.263 3.814 3.470 0.40
H 1.943 1.980 2.458 0.36
H 2.320 3.532 3.177 0.35
H 1.193 5.585 2.244 0.36
H 0.721 6.765 0.108 0.39
H 0.519 5.393 -1.989 0.46
H 0.782 2.937 -1.812 0.16
I 3.040 0.850 -2.170 -0.69
```

Summary:
energy = -4412.906551 Ha
gap between HOMO and LUMO = 7.19 eV
net charge = -1
relative energy (zero: lowest compared OMol25 entry of this formula, charge and spin) = 190.5 kJ/mol

***

2.
Density functional theory data (the ωB97M-V functional and the def2-TZVPD basis) for a structure of composition C45H54BN6PS3Sn at a distorted geometry.

```
111
Properties=species:S:1:pos:R:3:mulliken_charge:R:1
Sn -1.813 -0.412 -0.726 1.15
C -0.268 -4.076 2.814 -1.90
C 0.265 -2.710 2.494 0.23
C 0.793 -1.924 3.456 -0.56
C 1.281 -0.611 3.164 -0.22
N 1.177 -0.111 1.981 -0.87
N 0.661 -0.905 0.987 0.84
B 0.657 -0.187 -0.298 -1.18
N 0.945 1.308 -0.271 0.63
N 2.292 1.411 -0.140 -0.33
C 2.812 2.591 -0.067 0.07
C 1.989 3.750 -0.129 -0.59
C 0.650 3.661 -0.272 -0.05
C -0.218 4.886 -0.351 -1.87
C 0.087 2.342 -0.356 1.10
S -1.600 2.187 -0.550 -0.42
C 4.318 2.715 0.083 2.29
C 4.624 3.484 1.378 -1.61
C 4.978 1.341 0.146 -1.05
C 4.861 3.493 -1.127 -1.83
N 1.141 -0.897 -1.570 0.54
N 2.336 -1.443 -1.213 -0.14
C 2.999 -2.125 -2.103 -0.13
C 2.490 -2.259 -3.419 -0.48
C 1.310 -1.705 -3.783 -0.06
C 0.749 -1.864 -5.169 -1.92
C 0.584 -1.004 -2.777 1.29
S -0.982 -0.372 -3.117 -0.57
C 4.327 -2.755 -1.707 2.23
C 4.322 -4.230 -2.135 -1.81
C 4.551 -2.661 -0.197 -1.66
C 5.445 -2.002 -2.452 -1.49
C 0.239 -2.199 1.145 1.21
S -0.384 -3.046 -0.158 -0.33
C 2.019 0.230 4.212 2.25
C 1.759 1.726 4.010 -1.37
C 1.610 -0.172 5.632 -2.10
C 3.520 -0.061 4.011 -1.37
H -0.620 -4.106 3.846 0.46
H 0.521 -4.825 2.705 0.32
H -1.074 -4.360 2.143 0.41
H 0.815 -2.282 4.479 0.46
H 2.449 4.730 -0.067 0.44
H 0.347 5.769 -0.054 0.43
H -1.097 4.793 0.288 0.38
H -0.580 5.030 -1.372 0.36
H 4.233 2.955 2.253 0.21
H 4.205 4.496 1.368 0.39
H 5.707 3.579 1.494 0.50
H 4.629 0.772 1.014 -0.49
H 6.061 1.465 0.226 0.62
H 4.760 0.756 -0.749 0.06
H 4.491 4.523 -1.157 0.35
H 4.593 3.001 -2.068 0.36
H 5.952 3.539 -1.067 0.49
H 3.052 -2.832 -4.151 0.40
H 1.461 -2.371 -5.817 0.41
H 0.499 -0.896 -5.606 0.37
H -0.176 -2.445 -5.138 0.36
H 3.451 -4.757 -1.734 0.37
H 5.218 -4.721 -1.748 0.47
H 4.330 -4.349 -3.222 0.37
H 3.793 -3.230 0.351 0.29
H 4.518 -1.626 0.155 0.17
H 5.532 -3.078 0.040 0.53
H 5.369 -2.136 -3.536 0.36
H 6.419 -2.382 -2.134 0.48
H 5.412 -0.932 -2.235 0.21
H 0.739 1.989 4.310 0.32
H 1.897 2.017 2.968 0.05
H 2.452 2.300 4.629 0.48
H 0.524 -0.136 5.770 0.42
H 2.057 0.528 6.342 0.47
H 1.966 -1.171 5.901 0.37
H 3.840 0.237 3.007 -0.03
H 3.738 -1.127 4.138 0.39
H 4.109 0.494 4.749 0.47
C -6.406 -4.029 -0.081 -0.52
C -5.434 -3.928 -1.069 -0.79
C -4.826 -2.709 -1.313 -0.38
C -5.187 -1.589 -0.561 0.70
C -6.162 -1.689 0.432 -0.20
C -6.774 -2.913 0.663 -0.75
P -4.373 -0.033 -0.923 0.80
C -4.473 0.999 0.563 0.69
C -4.015 0.460 1.776 -0.63
C -3.902 1.268 2.896 -0.84
C -4.246 2.615 2.820 -0.60
C -4.710 3.149 1.628 -0.73
C -4.813 2.349 0.493 -0.63
C -5.177 0.804 -2.279 0.41
C -6.515 1.183 -2.145 -0.39
C -7.139 1.842 -3.192 -0.74
C -6.436 2.113 -4.364 -0.55
C -5.109 1.732 -4.496 -0.71
C -4.473 1.077 -3.450 -0.13
H -6.881 -4.983 0.110 0.43
H -5.152 -4.799 -1.647 0.45
H -4.081 -2.625 -2.100 0.43
H -6.447 -0.822 1.019 0.44
H -7.544 -2.993 1.423 0.44
H -3.795 -0.599 1.854 0.56
H -3.556 0.846 3.832 0.48
H -4.160 3.246 3.699 0.44
H -4.992 4.195 1.573 0.47
H -5.158 2.780 -0.440 0.41
H -7.068 0.958 -1.237 0.47
H -8.175 2.143 -3.096 0.44
H -6.934 2.623 -5.181 0.42
H -4.570 1.943 -5.410 0.45
H -3.435 0.781 -3.546 0.27
```

Summary:
energy = -3850.402797 Ha
gap between HOMO and LUMO = 6.49 eV
net charge = +2

***

3.
Density functional theory data (the ωB97M-V functional and the def2-TZVPD basis) for a structure of composition C38H35Cl2N8O4Sc.

```
88
Properties=species:S:1:pos:R:3:mulliken_charge:R:1
Sc -0.440 0.615 1.500 0.62
C -2.107 2.840 3.518 -0.94
N -1.370 1.608 3.605 -0.03
C -1.951 0.530 4.356 -1.48
C -2.977 -0.170 3.516 0.38
N -3.169 0.066 2.249 0.02
C -4.096 -0.892 1.842 0.55
C -4.659 -1.128 0.591 -0.48
C -5.552 -2.177 0.467 -0.86
C -5.894 -2.980 1.563 -0.42
C -5.353 -2.755 2.816 -1.18
C -4.453 -1.703 2.926 0.60
N -3.727 -1.204 3.992 0.07
C -1.849 3.467 2.185 0.01
N -1.333 2.827 1.171 0.60
C -1.283 3.755 0.124 -0.07
C -0.804 3.624 -1.178 0.37
C -0.893 4.734 -1.998 -1.39
C -1.438 5.945 -1.547 -0.45
C -1.904 6.089 -0.254 -1.15
C -1.812 4.971 0.564 0.31
N -2.158 4.755 1.890 -0.13
H -1.881 3.556 4.321 0.47
H -3.177 2.616 3.578 0.28
H -0.345 1.640 3.697 0.59
H -2.388 0.834 5.318 0.48
H -1.146 -0.182 4.560 0.36
H -4.402 -0.511 -0.257 0.37
H -6.000 -2.383 -0.496 0.43
H -6.598 -3.791 1.428 0.40
H -5.621 -3.372 3.665 0.41
H -3.718 -1.550 4.935 0.23
H -0.335 2.708 -1.508 0.54
H -0.511 4.669 -3.008 0.49
H -1.482 6.789 -2.222 0.39
H -2.314 7.027 0.098 0.40
H -2.541 5.426 2.531 0.22
C -1.296 -3.907 2.541 -1.72
C -0.771 -2.762 1.716 0.29
O -0.937 -1.597 2.064 0.13
N -0.128 -3.095 0.583 0.13
C 0.510 -2.106 -0.276 -0.18
C -0.454 -1.405 -1.195 0.50
C -0.450 -1.640 -2.560 -0.75
C -1.309 -0.915 -3.371 -0.58
C -2.148 0.018 -2.788 -1.36
C -2.089 0.182 -1.414 -0.68
N -1.270 -0.511 -0.630 0.93
H -1.820 -3.505 3.403 0.26
H -0.475 -4.541 2.877 0.43
H -1.986 -4.515 1.954 0.37
H -0.008 -4.070 0.370 0.29
H 1.290 -2.604 -0.849 0.52
H 1.019 -1.374 0.352 -0.52
H 0.244 -2.355 -2.981 0.49
H -1.308 -1.066 -4.443 0.45
H -2.819 0.624 -3.380 0.49
H -2.703 0.928 -0.919 0.80
O 0.851 0.560 2.712 -1.00
Cl 2.248 0.154 -4.433 -0.13
C 3.930 -0.274 -4.503 0.66
C 4.481 -0.620 -5.724 -0.66
C 5.813 -0.991 -5.790 -0.35
C 6.586 -0.992 -4.640 -0.71
C 6.026 -0.608 -3.434 0.93
Cl 7.034 -0.573 -2.026 -0.19
C 4.678 -0.249 -3.320 -1.30
N 4.122 0.144 -2.107 0.00
C 3.995 -0.728 -1.020 0.91
C 4.335 -2.077 -1.118 -0.29
C 4.235 -2.910 -0.012 -0.91
C 3.769 -2.416 1.197 -0.84
C 3.399 -1.078 1.288 -0.29
C 3.509 -0.223 0.198 0.60
C 3.092 1.222 0.311 -1.90
C 1.888 1.519 -0.589 0.38
O 2.067 2.024 -1.701 -0.85
O 0.738 1.149 -0.162 0.43
H 3.857 -0.610 -6.607 0.42
H 6.250 -1.277 -6.737 0.36
H 7.631 -1.270 -4.669 0.43
H 3.451 0.911 -2.148 0.39
H 4.697 -2.471 -2.060 0.50
H 4.527 -3.950 -0.105 0.38
H 3.690 -3.061 2.063 0.45
H 2.969 -0.678 2.201 0.46
H 3.913 1.869 -0.001 0.47
H 2.806 1.425 1.343 0.34
```

Summary:
energy = -3889.470736 Ha
gap between HOMO and LUMO = 7.36 eV
net charge = 0
relative energy (zero: lowest compared OMol25 entry of this formula, charge and spin) = 10.5 kJ/mol

***

4.
Density functional theory data (the ωB97M-V functional and the def2-TZVPD basis) for a structure of composition C19H27N6OPd.

```
54
Properties=species:S:1:pos:R:3:mulliken_charge:R:1
Pd -0.716 0.461 0.428 1.23
C 0.087 0.301 3.273 -1.13
N -0.516 -0.424 2.174 0.28
C -0.956 -1.669 2.325 -0.21
C -1.475 -2.250 1.184 0.48
C -1.981 -3.560 0.880 -0.93
C -2.280 -3.538 -0.433 -0.45
C -1.927 -2.179 -0.941 -0.29
N -1.470 -1.435 0.008 -0.07
C -1.120 0.588 4.129 0.86
C -2.165 1.381 3.600 0.13
C -3.249 1.702 4.391 -0.88
C -3.312 1.208 5.689 -0.35
C -2.279 0.411 6.214 -0.63
C -1.203 0.067 5.428 -0.52
H 0.623 1.178 2.911 0.40
H 0.796 -0.352 3.790 0.55
H -0.869 -2.184 3.276 0.53
H -2.095 -4.375 1.577 0.50
H -2.689 -4.330 -1.044 0.49
H -2.018 -1.837 -1.964 0.51
H -2.093 1.775 2.593 0.32
H -4.041 2.332 4.010 0.46
H -4.170 1.437 6.310 0.44
H -2.325 0.086 7.245 0.44
H -0.401 -0.539 5.832 0.45
C 0.079 6.685 -1.119 -1.36
C -0.276 5.977 -2.421 0.70
C 0.879 5.136 -2.955 -1.40
C -1.566 5.156 -2.303 -0.93
N -1.360 3.891 -1.557 0.54
C -1.137 2.661 -2.034 -0.04
N -0.952 1.882 -0.992 -0.26
N -1.089 2.650 0.097 0.19
N -1.321 3.859 -0.223 -0.85
H 0.982 7.279 -1.253 0.40
H 0.274 5.974 -0.311 0.29
H -0.716 7.357 -0.797 0.39
H -0.522 6.732 -3.173 0.31
H 1.224 4.410 -2.210 0.26
H 1.730 5.774 -3.185 0.43
H 0.617 4.608 -3.875 0.34
H -1.941 4.858 -3.282 0.40
H -2.352 5.688 -1.770 0.37
H -1.108 2.392 -3.077 0.43
C 3.960 -0.618 -0.214 -1.36
C 2.538 -0.877 0.216 -0.12
O 1.663 0.229 -0.146 -0.21
H 4.605 -1.424 0.134 0.38
H 4.329 0.318 0.203 0.35
H 4.042 -0.584 -1.302 0.41
H 2.466 -0.960 1.302 0.22
H 2.149 -1.796 -0.232 0.28
H 1.939 0.543 -1.017 0.21
```

Summary:
energy = -1270.659923 Ha
gap between HOMO and LUMO (alpha / beta) = 4.26 / 4.26 eV
net charge = +3
relative energy (zero: lowest compared OMol25 entry of this formula, charge and spin) = 233.8 kJ/mol

***

- The lowest net charge belongs to which entry?
  C36H51INO3SeSr

***

- Which of these has the lowest energy?
  C36H51INO3SeSr